[1]
57
Properties=species:S:1:pos:R:3 method="wB97M-V/def2-TZVPD" e_lumo_ev=-3.930 charge=+1 homo_ha=-0.4417
Rh 0.1701 -0.1310 -0.0337
S -2.8639 0.2074 -1.3947
O 0.4571 7.9796 1.7540
O -0.4363 -1.0776 1.8130
O -1.5830 -0.5717 -1.0044
O 1.5508 1.2555 -0.1568
O 1.5430 -1.0689 0.9518
O -0.4497 1.9577 0.3141
O -1.1774 6.5797 1.6401
N 0.9933 -1.0502 -1.6286
N 2.5800 -3.5420 -6.0802
N -0.0045 6.8801 1.5530
C 2.1798 -3.7549 5.1647
C 0.7775 2.2316 0.1919
C -2.4310 1.8275 -2.0984
C 1.2645 -2.2350 3.0514
C -3.5449 0.9212 0.1038
C 3.1218 5.1573 0.4334
C 1.4817 -2.2925 -1.5612
C 1.8174 -2.3321 -3.9189
C 1.9045 -2.9671 -2.6904
C -3.0654 2.9111 -1.2130
C -4.1554 2.2320 -0.3775
C 0.9137 -0.4321 -2.8147
C 1.3191 -1.0367 -3.9832
C 3.0761 -3.3076 4.2020
C 0.3664 -2.6802 4.0171
C 2.6511 3.8731 0.2065
C 2.2425 -3.0075 -5.1224
C 0.7646 -1.4442 1.9293
C 0.8286 -3.4423 5.0755
C 0.4291 4.5609 0.8724
C 2.2571 6.1485 0.8787
C 1.3078 3.5817 0.4269
C 2.6196 -2.5445 3.1403
C 0.9302 5.8237 1.0856
H 3.3062 -2.1804 2.3868
H 2.2941 -3.9712 -2.6078
H -1.3441 1.8575 -2.0981
H 1.2501 -0.5122 -4.9251
H 4.1629 5.3937 0.2632
H -0.6128 4.3461 1.0529
H 2.5364 -4.3526 5.9934
H -2.3016 3.3221 -0.5584
H -5.0348 2.0302 -0.9952
H -3.4661 3.7233 -1.8163
H -4.4839 2.8389 0.4643
H 4.1266 -3.5515 4.2837
H 2.5947 7.1572 1.0680
H -0.6812 -2.4260 3.9312
H 0.1385 -3.7924 5.8308
H -2.7934 1.8342 -3.1248
H 1.5422 -2.7365 -0.5810
H -2.6953 1.0784 0.7726
H -4.2451 0.2172 0.5474
H 3.3175 3.0925 -0.1363
H 0.5307 0.5774 -2.8096


[2]
18
Properties=species:S:1:pos:R:3 method="wB97M-V/def2-TZVPD" e_lumo_ev=0.874 homo_ha=-0.2886
P -1.9614 1.0568 -0.4048
P -2.7547 -0.7037 0.5202
Si 0.2809 0.6570 -0.1881
C 0.5572 0.4852 1.6800
C 0.7283 -1.8413 -1.0644
C 1.4266 1.8112 -1.0420
H -2.2353 0.4313 -1.6181
H 1.5198 0.5402 2.2163
H -0.0131 -2.0143 -1.7979
H 1.7133 -1.6900 -1.5493
H 1.0479 2.4880 -1.8777
H 0.1940 -0.4650 2.0222
H 2.0325 2.4481 -0.3978
H -0.1172 1.1685 2.1417
H -3.5851 -0.0865 1.5495
H 2.0860 1.2129 -1.6772
H 0.6113 -2.4690 -0.2200
H -3.8785 -0.6728 -0.2573